1.
{"formula": "C7H12N2", "method": "ωB97M-V/def2-TZVPD", "smiles": "C1C[C@@]23NCC[C@@H]2[C@@H]3N1", "de_lowest_ev": 3.776, "e_homo_ev": -7.37, "fmax_ev_per_a": 3.1, "symbols": ["C", "C", "C", "N", "C", "C", "C", "C", "N", "H", "H", "H", "H", "H", "H", "H", "H", "H", "H", "H", "H"], "positions_angstrom": [[2.01682, 0.20250, 0.50225], [1.57941, 0.45034, -1.07226], [0.08239, 0.14095, -0.81762], [-0.43423, 1.31949, -0.22176], [-1.51999, 0.89326, 0.71034], [-2.20291, -0.36002, 0.01284], [-1.02188, -0.98881, -0.67685], [0.27681, -1.15942, 0.05847], [0.95550, -0.65256, 1.16947], [2.11415, 1.15161, 1.09350], [2.99131, -0.28798, 0.59388], [1.84550, 1.49185, -1.42570], [1.99457, -0.34366, -1.67433], [0.29281, 1.79771, 0.23046], [-1.16224, 0.62952, 1.72823], [-2.19684, 1.70492, 0.87815], [-2.82806, -0.93171, 0.69581], [-2.93285, 0.02796, -0.74794], [-1.22460, -1.67606, -1.52816], [0.77201, -1.91168, -0.48552], [1.42144, -1.39379, 1.70458]], "atomic_forces_ev_per_a": [[0.608, 0.923, 0.240], [-0.468, -0.573, 1.339], [0.358, -1.420, -0.708], [-2.616, -1.477, 0.824], [-0.012, -0.383, 0.191], [-0.093, 2.521, -0.744], [-0.263, 0.616, -0.640], [-1.298, 0.778, -1.157], [0.964, 0.222, 0.960], [-0.047, -0.565, -0.685], [0.007, 0.032, -0.292], [-0.427, -1.242, 0.283], [0.510, 0.156, -0.301], [0.787, 0.896, 1.002], [0.150, -0.168, -0.730], [-0.642, 0.504, -0.195], [0.572, -0.413, 0.163], [0.696, -0.282, 0.423], [0.311, 0.241, 0.991], [1.217, -0.816, -0.786], [-0.313, 0.452, -0.180]], "mulliken_charge": [-0.61, -0.91, 0.30, -0.51, -0.68, -0.71, -0.17, -0.43, -0.38, 0.31, 0.37, 0.26, 0.39, 0.36, 0.26, 0.46, 0.34, 0.32, 0.36, 0.33, 0.33]}

---

2.
{"formula": "C6H15N3O2P", "method": "ωB97M-V/def2-TZVPD", "de_lowest_ev": 3.326, "total_charge": 1, "e_homo_ev": -12.76, "fmax_ev_per_a": 4.8, "symbols": ["C", "C", "C", "C", "C", "C", "N", "N", "N", "O", "O", "P", "H", "H", "H", "H", "H", "H", "H", "H", "H", "H", "H", "H", "H", "H", "H"], "positions_angstrom": [[-1.62916, -1.55085, -0.43955], [-0.76223, 2.64304, 1.80383], [0.85545, 0.23524, -0.53822], [0.67862, -1.12221, -1.19275], [1.39973, 0.20886, 0.90086], [-0.29588, -2.15077, -0.60592], [-1.72160, 1.78369, 1.52742], [-0.94937, 3.90449, 2.10860], [-0.21816, -3.42175, -1.37304], [-2.29608, -1.51006, -1.61262], [-1.89877, -0.83966, 0.46864], [1.60702, 1.89926, 1.47856], [1.50901, 0.92280, -1.14972], [-0.15845, 0.74001, -0.48542], [0.46976, -1.21649, -2.25056], [1.60590, -1.59675, -1.07607], [0.73820, -0.36604, 1.51468], [2.28551, -0.35011, 0.77979], [0.07478, -2.44371, 0.44751], [-2.62688, 2.09459, 1.90734], [-1.62240, 0.86552, 1.23618], [-1.98045, 4.18127, 2.23999], [-0.25481, 4.72328, 2.22232], [-1.99143, -2.25008, -2.20832], [-0.88371, -4.11265, -1.23008], [0.72457, -3.78878, -1.20492], [1.54410, 2.50817, 0.15571]], "atomic_forces_ev_per_a": [[0.710, 0.385, -3.180], [4.046, -1.452, -1.768], [-2.049, 1.369, -0.735], [-0.449, -0.621, -0.063], [-1.483, 0.191, -1.901], [1.573, -2.806, 3.362], [-0.903, 4.154, 2.311], [-1.868, 1.816, 0.773], [2.112, 2.627, -0.916], [-0.597, -1.115, 0.035], [-0.965, 0.794, 1.576], [-1.918, 1.767, 0.421], [-0.660, -0.993, 0.376], [1.056, -0.278, -0.342], [0.023, 1.038, -0.456], [1.653, -0.912, -0.034], [-0.363, -0.275, 0.727], [1.699, -0.310, 0.738], [-0.677, 0.923, -1.104], [0.037, -0.763, -0.725], [0.404, -2.312, -0.576], [2.102, -0.098, -0.260], [-1.270, -2.544, -0.236], [-0.124, 0.969, 0.689], [-1.449, -1.247, 0.865], [-0.711, -0.099, -0.408], [0.067, -0.207, 0.832]], "mulliken_charge": [0.24, 0.24, -0.49, -1.30, -0.76, 0.70, -0.19, -0.37, -0.76, -0.46, -0.64, 0.05, 0.58, 0.27, 0.16, 0.47, 0.43, 0.58, 0.25, 0.28, 0.28, 0.22, 0.28, 0.41, 0.19, 0.25, 0.12]}

---

3.
{"formula": "C23H30Br2CdNOPSbTe", "method": "ωB97M-V/def2-TZVPD", "de_lowest_ev": 0.822, "total_charge": -1, "e_homo_ev": -2.92, "fmax_ev_per_a": 0.8, "symbols": ["Cd", "Br", "C", "C", "C", "Br", "C", "C", "C", "C", "N", "C", "C", "O", "H", "H", "H", "H", "C", "C", "Sb", "C", "C", "C", "C", "H", "H", "H", "H", "H", "H", "H", "H", "H", "H", "H", "H", "H", "H", "H", "C", "P", "C", "C", "C", "C", "C", "C", "C", "H", "H", "H", "H", "H", "H", "H", "H", "H", "H", "H", "Te"], "positions_angstrom": [[-0.61068, -0.14993, -0.19008], [0.44334, -0.18254, 4.99781], [1.70136, -0.20110, 3.58883], [3.05657, -0.37485, 3.90364], [4.00098, -0.44496, 2.92230], [5.82067, -0.70792, 3.40559], [3.62668, -0.33652, 1.55978], [4.51624, -0.45448, 0.46765], [4.04691, -0.35564, -0.80857], [2.67358, -0.11405, -1.00904], [1.83158, 0.01576, -0.01903], [2.26521, -0.11765, 1.25722], [1.23289, -0.05487, 2.28324], [0.00826, 0.09681, 1.96649], [3.34609, -0.46112, 4.94207], [5.56594, -0.63146, 0.66104], [4.70565, -0.45560, -1.66034], [2.27180, 0.00648, -2.00952], [-1.69808, 5.29592, -1.15056], [-0.21583, 5.19417, -0.80178], [0.36465, 3.31349, 0.10758], [2.25571, 4.11637, 0.94242], [2.50718, 5.61970, 1.02124], [-0.82968, 3.58332, 1.88216], [-0.59987, 4.85758, 2.68350], [-1.94460, 6.28700, -1.54646], [-2.32654, 5.12365, -0.27406], [-1.98580, 4.54812, -1.88949], [0.06680, 5.98150, -0.10023], [0.40118, 5.32518, -1.69448], [3.02104, 3.65614, 0.30976], [2.36368, 3.65160, 1.92869], [2.32607, 6.10888, 0.06152], [3.54112, 5.84647, 1.30405], [1.85923, 6.10632, 1.75215], [-0.64125, 2.69908, 2.49590], [-1.86110, 3.50241, 1.53455], [0.43223, 4.93205, 3.03168], [-1.24087, 4.88893, 3.57066], [-0.81622, 5.75413, 2.09679], [0.23970, -4.96474, -0.29892], [0.06024, -3.18658, 0.13424], [0.33657, -3.30573, 1.94201], [-1.76203, -3.03163, 0.05632], [-2.41423, -3.31498, -1.14551], [-3.76992, -3.08178, -1.28501], [-4.49713, -2.54554, -0.22984], [-3.86079, -2.24842, 0.96143], [-2.50058, -2.48913, 1.10707], [0.04827, -5.12544, -1.35908], [-0.45290, -5.56985, 0.28825], [1.26404, -5.27858, -0.09159], [-0.32199, -4.04886, 2.39752], [0.17934, -2.34176, 2.42169], [1.37590, -3.59463, 2.11110], [-1.85227, -3.69685, -1.99082], [-4.25681, -3.29018, -2.22906], [-5.55257, -2.33895, -0.34853], [-4.41224, -1.79850, 1.77639], [-2.01695, -2.22289, 2.03849], [-2.45457, 1.35484, -1.25292]], "atomic_forces_ev_per_a": [[-0.013, 0.824, -0.041], [-0.071, 0.011, 0.037], [0.193, 0.047, 0.061], [-0.107, 0.010, 0.029], [-0.037, -0.001, -0.114], [0.026, -0.001, 0.013], [0.111, 0.009, 0.015], [0.043, -0.013, 0.104], [-0.175, 0.070, -0.073], [0.197, 0.207, -0.106], [-0.116, -0.521, 0.052], [-0.025, 0.001, -0.039], [0.015, 0.086, -0.138], [-0.016, -0.332, 0.143], [-0.010, -0.016, -0.001], [-0.005, 0.000, -0.002], [0.002, 0.016, 0.000], [-0.027, -0.060, 0.004], [0.013, -0.002, -0.027], [-0.081, 0.043, 0.013], [0.373, 0.203, 0.005], [0.005, -0.012, 0.012], [-0.017, 0.026, -0.009], [-0.011, -0.057, 0.076], [-0.022, 0.013, 0.003], [0.000, -0.006, -0.002], [0.008, 0.002, 0.002], [0.002, -0.013, 0.015], [-0.008, 0.014, -0.016], [-0.002, -0.003, 0.001], [0.015, -0.018, 0.031], [0.012, 0.012, 0.003], [0.018, -0.014, -0.006], [-0.006, -0.021, 0.026], [-0.027, -0.005, -0.025], [-0.032, -0.015, -0.027], [-0.009, -0.031, 0.029], [-0.001, -0.006, 0.001], [-0.013, 0.002, -0.013], [0.020, -0.007, -0.014], [0.080, -0.049, -0.076], [-0.138, 0.004, 0.187], [0.051, -0.095, 0.026], [-0.017, 0.056, 0.035], [0.012, -0.009, 0.010], [-0.025, 0.000, 0.017], [-0.012, -0.027, -0.024], [0.031, -0.009, 0.016], [-0.030, -0.051, 0.022], [-0.018, 0.005, 0.003], [0.014, -0.020, -0.007], [0.001, 0.003, -0.008], [0.014, -0.004, 0.001], [-0.028, 0.012, 0.000], [0.000, 0.016, 0.001], [0.006, 0.016, -0.001], [0.000, 0.005, 0.001], [0.007, 0.027, -0.011], [0.001, 0.004, -0.001], [0.004, 0.022, -0.007], [-0.177, -0.348, -0.210]], "mulliken_charge": [1.23, -0.20, 0.17, -0.29, -0.11, -0.28, 1.01, -0.80, -0.75, -0.96, 0.10, -0.02, 0.35, -1.04, 0.43, 0.33, 0.42, 0.54, -1.08, -0.77, 0.38, -0.92, -1.13, -0.56, -1.06, 0.37, 0.26, 0.20, 0.33, 0.43, 0.48, 0.42, 0.26, 0.38, 0.22, 0.22, 0.39, 0.21, 0.42, 0.23, -1.24, 0.56, -0.94, 0.02, -0.57, -0.60, -0.38, -0.66, 0.32, 0.40, 0.32, 0.42, 0.51, -0.04, 0.42, 0.24, 0.34, 0.36, 0.37, 0.17, -0.81]}

---

Calculated values (eV) of DFT total energy for the records, taken in order: -10429.701 -24311.269 -195646.529.